C4H11N4O2 | ωB97M-V/def2-TZVPD

The frontier orbital gap comes out at 0.2867 Ha. As for the net charge: +1. For the energy relative to the best compared isomer or geometry (same formula, charge and spin), the calculation gives 409.9 kJ/mol.

Last column: Löwdin charge in e.
Cartesian coordinates (Å):
O: 2.40126 1.69509 -0.13286  0.1587
O: 3.32656 -0.36547 -0.19668  -0.0797
N: 4.58647 0.18784 -0.52574  0.1015
N: 1.24366 -1.67999 0.57432  0.2460
N: -3.68876 -0.35078 -1.15678  0.0397
N: -3.88670 1.12123 0.52319  0.0471
C: 1.08813 -0.21094 0.44053  -0.1853
C: -0.06769 0.40560 0.67786  0.1652
C: 2.30998 0.50950 0.00552  -0.4576
C: -3.17562 0.15835 -0.04476  -0.2967
H: 4.67325 0.18234 -1.54243  0.1098
H: -4.58003 -0.04616 -1.55023  0.1012
H: -3.22336 -1.09140 -1.64964  0.0771
H: 4.59106 1.16164 -0.21096  0.0999
H: -4.78287 1.44514 0.15815  0.1021
H: 2.21957 -1.88061 0.85013  0.1763
H: 1.07096 -2.14887 -0.32658  0.1899
H: -3.57256 1.55963 1.37168  0.0830
H: 0.58550 -2.04988 1.27339  0.1872
H: -1.00935 -0.07744 0.90778  0.0290
H: -0.10947 1.47517 0.55410  0.1054

C4H11N4O2 | ωB97M-V/def2-TZVPD

The frontier orbital gap comes out at 0.3650 Ha. As for the SMILES: C[C@H](N)N/N=C\OC(=[NH2+])O. As for the net charge: +1. For the energy relative to the best compared isomer or geometry (same formula, charge and spin), the calculation gives 283.5 kJ/mol.

Last column: Löwdin charge in e.
Cartesian coordinates (Å):
O: 1.31767 0.40673 0.80996  0.0828
O: 2.34694 -1.49539 0.20826  0.2629
N: -1.40806 1.26291 -0.13470  0.0156
N: -0.61227 -0.93770 -0.89519  0.0491
N: -0.32849 1.91545 0.07365  0.0524
N: 2.54170 0.32091 -1.07623  0.3037
C: 2.10091 -0.25724 -0.02979  -0.4827
C: -1.89512 -0.75224 1.32003  -0.0156
C: -1.65597 -0.21304 -0.09909  -0.3725
C: 0.86790 1.69109 0.33467  -0.1702
H: -0.77981 -0.77148 -1.93867  0.1231
H: -2.16685 1.84702 -0.50009  0.1623
H: 2.36602 1.29966 -1.25634  0.1456
H: -0.61145 -1.96551 -0.81268  0.0887
H: -2.57338 -0.26217 -0.56247  0.1037
H: -1.72762 -1.80665 1.18490  0.0715
H: 1.50262 2.52070 0.65879  0.1466
H: 1.75537 -1.84320 0.81951  0.1220
H: -1.20047 -0.21807 2.00653  0.0924
H: 3.05816 -0.15245 -1.75608  0.1438
H: -2.89782 -0.58934 1.64503  0.0748

C4H11N4O3 | ωB97M-V/def2-TZVPD

The frontier orbital gap (alpha / beta) comes out at 0.2361 / 0.2317 Ha. The spin multiplicity is 3. As for the net charge: +1. For the energy relative to the best compared isomer or geometry (same formula, charge and spin), the calculation gives 0.0 kJ/mol.

Last column: Mulliken spin population.
Cartesian coordinates (Å):
O: -2.34998 -0.40446 1.32613  0.0073
O: -1.95914 1.07412 -0.83105  0.0056
O: -1.60617 -1.75006 -0.36649  -0.0014
N: -0.32601 0.10360 0.25958  -0.0210
N: 1.35186 -1.53122 -0.81265  -0.0059
N: 1.81992 -0.85457 0.33277  0.7576
N: 1.31239 0.87745 1.77212  0.5582
C: -1.24496 -0.98889 0.73398  0.0280
C: -0.77447 1.02167 -0.69083  0.0187
C: 0.23013 2.00857 -1.30821  -0.0051
C: 0.97197 -0.00028 0.82196  0.6704
H: 1.66023 -2.51425 -0.67198  0.0110
H: 0.31051 2.96516 -0.59738  0.0002
H: 1.76629 -1.13102 -1.61439  0.0306
H: 2.13351 0.87673 2.28744  -0.0174
H: 1.26844 1.63713 -1.26934  -0.0075
H: 0.61434 1.60714 2.07806  -0.0148
H: -2.71409 0.10907 0.57661  0.0006
H: -0.63397 -1.56817 1.55898  -0.0189
H: 0.08962 2.32014 -2.37912  -0.0004
H: -2.36229 -2.32895 -0.19911  0.0000
H: 0.44188 -1.52890 -1.00708  0.0042

C4H11N4O6 | ωB97M-V/def2-TZVPD

The frontier orbital gap comes out at 0.3032 Ha. As for the net charge: +1.

Last column: Löwdin charge in e.
Cartesian coordinates (Å):
O: -2.36883 1.62107 -2.39877  0.1664
O: -1.23934 -0.06835 -1.55774  0.0449
O: -0.41767 0.89943 0.72100  0.0353
O: -0.42502 1.88033 -1.77700  0.1235
O: -1.97609 1.21717 2.63332  0.3158
O: -0.76514 2.88440 1.84823  0.3266
N: -1.40736 1.07155 -1.95978  -0.4610
N: -1.25251 -1.18418 0.80054  0.0492
N: 1.63522 0.36577 -0.94716  -0.1042
N: -1.26905 1.86425 2.01531  -0.1790
C: -1.24417 -2.62902 0.64096  -0.0431
C: -0.32460 -0.32222 0.43419  -0.3703
C: 2.58004 1.02506 0.02563  -0.0341
C: 1.00122 -0.76561 -0.31048  -0.1122
H: -1.91244 -3.15720 1.38410  0.1187
H: 1.61496 -1.33438 0.49964  0.1701
H: -2.18676 -0.81541 0.95812  0.1610
H: 3.62856 0.94500 -0.49821  0.1409
H: 2.12840 1.98452 0.15259  0.0684
H: 0.38557 1.37919 -1.42576  0.0876
H: 2.12020 0.03165 -1.71370  0.1018
H: -0.25526 -2.94745 1.00135  0.0851
H: 0.67810 -1.41470 -1.06365  0.1046
H: 2.58651 0.52242 0.97446  0.0689
H: -1.31456 -3.05330 -0.43720  0.1353

C4H11N5 | ωB97M-V/def2-TZVPD

The frontier orbital gap (alpha / beta) comes out at 0.2711 / 0.2711 Ha. As for the net charge: 0. For the energy relative to the best compared isomer or geometry (same formula, charge and spin), the calculation gives 266.8 kJ/mol.

Last column: Löwdin charge in e.
Cartesian coordinates (Å):
N: -1.74750 -0.31079 1.21792  0.0763
N: 1.76647 -1.25181 1.04044  0.0618
N: 0.69116 0.59530 2.09182  0.0645
N: 1.64852 1.56927 -0.75693  0.1347
N: -0.57418 0.59876 -1.22152  -0.1027
C: 0.68985 0.88705 -0.63034  -0.4088
C: -0.60908 -0.92152 0.75829  -0.1173
C: -0.68811 0.36679 -2.64952  -0.1107
C: 0.66504 -0.32318 0.99350  -0.5350
H: -2.60242 -0.84684 1.22047  0.0983
H: -1.45657 -0.36575 -2.91255  0.0712
H: 1.68253 -1.96527 0.32492  0.0724
H: -0.91258 1.30558 -3.16144  0.0714
H: 2.62949 -0.74047 0.87392  0.0722
H: -0.71963 -1.80560 0.14988  0.1235
H: -1.39250 0.96990 -0.73558  0.1106
H: 0.81284 1.54423 1.75385  0.0667
H: 0.24541 -0.01870 -3.06555  0.0824
H: 1.43764 0.36603 2.73731  0.0805
H: -1.56637 0.34704 1.97111  0.0880

C4H11N5 | ωB97M-V/def2-TZVPD

The frontier orbital gap comes out at 0.3569 Ha. As for the net charge: +2. For the energy relative to the best compared isomer or geometry (same formula, charge and spin), the calculation gives 308.4 kJ/mol.

Last column: Löwdin charge in e.
Cartesian coordinates (Å):
N: 1.44122 -0.10921 -1.11174  -0.0339
N: 1.98895 1.15127 -1.56275  0.1591
N: -3.44269 1.41300 2.07002  0.2115
N: 1.62000 -2.40492 -1.05200  0.0646
N: -0.04732 0.91081 1.02184  0.2255
C: 1.53838 -3.44378 -0.40506  0.0934
C: -2.44668 1.49721 0.96160  -0.0832
C: -1.23986 1.07532 1.04994  -0.1436
C: 1.94074 -1.25198 -1.48167  -0.2154
H: 2.80361 1.01032 -2.25337  0.2098
H: 0.51730 0.10188 0.89177  0.0574
H: 2.79118 -1.41207 -2.17416  0.1706
H: -4.08494 0.69032 1.75508  0.1699
H: -3.02467 1.11645 2.93258  0.1632
H: 1.18247 1.75533 -1.87566  0.1923
H: 2.05032 -3.62218 0.52802  0.1032
H: 2.30461 1.67188 -0.73945  0.1630
H: -3.97645 2.34357 2.18453  0.2239
H: -2.82594 1.85762 0.05106  0.1198
H: 0.90976 -4.35084 -0.79059  0.1491

C4H11N5 | ωB97M-V/def2-TZVPD

The frontier orbital gap comes out at 0.3013 Ha. As for the SMILES: N/C(=C/[NH3+])N/C=N/C=[NH2+]. As for the net charge: +2. For the energy relative to the best compared isomer or geometry (same formula, charge and spin), the calculation gives 18.1 kJ/mol.

Last column: Löwdin charge in e.
Cartesian coordinates (Å):
N: 0.66974 -2.64725 -1.16188  0.1819
N: -0.30287 -0.61013 -1.22174  0.1735
N: -0.57126 0.99897 0.40436  0.0486
N: 1.97494 0.60402 0.22912  0.1774
N: -2.63395 1.46122 1.47613  0.2527
C: 1.88967 -0.81819 -0.13906  0.0045
C: 0.82586 -1.37268 -0.77711  -0.3096
C: -0.94512 0.42278 -0.70942  -0.0577
C: -1.34092 1.63871 1.26209  -0.1129
H: -1.70896 0.75993 -1.24676  0.1325
H: 2.38897 1.12822 -0.53322  0.1746
H: -0.28674 -2.94815 -1.22919  0.1325
H: -3.12278 2.08843 2.10710  0.1632
H: -0.78986 -0.93096 -2.03807  0.1763
H: 1.01947 0.90036 0.64748  0.1133
H: -3.02088 0.69349 0.94814  0.1429
H: 2.71235 -1.46642 -0.03983  0.1249
H: -0.68104 2.38441 1.75643  0.1772
H: 1.30217 -3.23575 -0.65873  0.1320
H: 2.62118 0.94903 0.92417  0.1720

C4H11N6 | ωB97M-V/def2-TZVPD

The frontier orbital gap (alpha / beta) comes out at 0.2142 / 0.2572 Ha. As for the net charge: +1. For the energy relative to the best compared isomer or geometry (same formula, charge and spin), the calculation gives 707.2 kJ/mol.

Last column: Löwdin charge in e.
Cartesian coordinates (Å):
N: -0.09230 1.30010 0.23177  0.0658
N: 2.61820 0.35713 0.09473  -0.0418
N: 2.61628 -0.39916 1.10952  0.1687
N: 0.91124 -1.75350 -0.32371  0.0729
N: 0.42092 -0.57599 -0.68799  -0.0796
N: -1.88895 -0.17920 0.28779  0.0711
C: 1.41157 0.57949 -0.66346  -0.0239
C: -0.49194 2.63862 -0.04682  -0.0452
C: -0.70880 0.10533 -0.06559  -0.3622
C: -2.51528 -1.39863 0.46610  -0.1612
H: 1.79584 1.06733 -1.55482  0.1391
H: 0.88310 -2.02063 0.69268  0.1522
H: -3.64171 -1.42251 0.02379  0.1307
H: 0.17751 3.35990 0.41475  0.1050
H: -0.63789 2.78281 -1.05401  0.0713
H: 3.54003 -0.69033 1.54210  0.1388
H: 1.30478 -2.18340 -1.12342  0.1141
H: -2.70392 -1.49688 1.61409  0.1203
H: -1.42122 2.63319 0.44152  0.0928
H: -2.11196 -2.31524 0.04218  0.0610
H: 3.49563 0.91171 -0.17569  0.2101

Short version: electronic energy = -14372.28583; -14373.59631; -16416.59896; -22555.45247; -11773.78552; -11756.21976; -11759.22814; -13253.14916 eV, in the order given.